No. 1
Entry from OMol25: a cluster of 3 separate species, C13H28BFN2O2Si in total at a distorted geometry (ωB97M-V with the def2-TZVPD basis set).

Atoms and positions in Å:
C 5.11886 -1.81018 -5.44077
C 6.30630 -2.47856 -6.05552
H -5.49790 -1.00159 -0.69945
C 6.15636 -1.92447 -3.11785
C -4.41457 1.49247 0.00070
N 7.23003 -2.99636 -6.53322
C -2.28200 1.67530 5.85939
C -2.85357 0.27541 5.61990
H -4.67216 0.91086 4.61619
H -3.35144 0.49246 3.50979
H 1.04379 2.00333 1.55943
C -1.54223 2.13734 4.64661
C -3.63599 0.13630 -0.31717
H 3.33308 -0.70081 -1.62738
H -3.08276 2.38507 6.08028
H -1.36526 1.53432 1.37543
F -0.96582 -0.99795 1.35031
H -3.81103 2.40354 -0.30632
C -3.83465 0.22656 4.45328
H 4.37495 -2.56891 -5.18643
H -1.91753 -0.39132 -1.74812
C -4.50991 -0.82520 -1.23831
H 2.96735 -0.37318 0.13456
O 1.58535 0.47882 -1.23160
B 0.91266 0.90240 -0.04980
H 5.45542 -2.70511 -2.80871
C 5.54297 -1.03292 -4.19226
N -0.97159 2.49641 3.70143
H 6.41637 -1.33341 -2.23700
O 1.65803 1.76703 0.83443
H 7.07281 -2.40442 -3.46823
H -4.51666 1.57563 1.13096
H 3.67902 0.94022 -0.93336
H -5.44667 1.52945 -0.46449
H -2.03898 -0.42875 5.42812
H -4.23751 -0.78164 4.33807
C -2.17372 0.38605 -0.96002
H -2.21628 1.39152 -1.47337
H -3.36196 -0.06094 6.52743
H -3.44381 -0.41699 0.65932
H -4.75345 -0.36418 -2.24123
H 4.66932 -0.52379 -3.77607
H 6.26577 -0.25900 -4.46580
Si -0.91863 0.46333 0.46699
H 4.67459 -1.13292 -6.17308
H -4.00237 -1.83264 -1.34964
H -1.59698 1.66267 6.70967
C 2.95242 0.07875 -0.90707

Cartesian forces (eV/Å) of the 3 atoms listed first:
0.7 -0.1 -0.2
0.5 -0.5 -0.6
1.1 0.1 -0.7

DFT total energy, a.u.: -1186.42028
Orbital gap, Ha: 0.38144
Charge: 0
SMILES string: COB(O)[Si@H](F)CC(C)C.CCCC#N.CCCC#N
F_max, eV Å⁻¹: 3.47

Atom charges from the natural (NBO) analysis, given in e for atoms 1 to 6:
1. C -0.502
2. C 0.286
3. H 0.207
4. C -0.616
5. C -0.631
6. N -0.336

***

No. 2
Entry from OMol25: a cluster of 5 separate species, C13H28F8O9 in total at a distorted geometry (ωB97M-V with the def2-TZVPD basis set).

Atoms and positions in Å:
O -19.07878 -4.74743 -1.97709
H -18.55442 -4.86278 -4.85800
O -12.66472 -2.64297 1.90646
H -18.67216 -7.68946 -8.05696
H -17.28428 -7.31995 -4.60172
H -13.91131 -3.36124 3.28982
H -13.93231 -5.15649 -0.01710
F -15.66498 -6.55385 -9.01295
F -18.06058 -9.80673 -6.52428
C -14.74404 -4.90125 -2.44858
F -15.11682 -5.50905 -7.02776
O -16.81909 -5.54567 -3.56563
H -14.51367 -0.25316 -1.15194
H -13.56518 -2.20738 -1.77362
H -14.18690 -5.58325 2.19286
C -15.54798 -5.99134 -3.16819
H -16.91054 -8.10305 -7.80671
H -14.76456 -3.99495 -3.08097
C -13.38036 -4.94118 1.81329
C -16.28486 -1.24717 -1.77157
H -14.95969 0.00965 -2.83676
H -20.90928 -5.62803 -2.01066
F -17.35874 -4.23826 -7.02049
O -19.47297 -4.99039 -5.02096
F -15.91949 -8.65187 -5.11898
O -17.63201 -6.35374 -6.80426
H -17.34591 -5.32922 -2.77241
F -17.71102 -9.15505 -3.90029
C -17.82427 -7.68003 -7.35339
H -12.48721 -5.18653 2.34371
O -15.30624 -4.67577 -1.18520
H -15.70320 -6.90897 -2.58016
H -19.22908 -4.64875 -1.01697
C -17.18592 -8.36295 -4.90869
F -17.98983 -5.41144 -8.83485
H -14.63415 -3.19026 1.67153
H -12.03772 -3.09882 1.32527
H -20.95575 -6.10592 -4.44178
H -16.65801 -1.85436 -2.63362
H -20.85904 -4.03324 -2.89966
C -20.32607 -4.97073 -2.63225
C -15.87022 -5.47266 -8.13434
C -13.72395 -3.50669 2.21142
C -20.03767 -5.73936 -3.94110
H -13.68878 -5.16479 -2.37000
C -17.26644 -5.42020 -7.67198
O -13.07532 -5.07035 0.44969
H -15.94515 -1.57834 0.11970
C -18.11694 -8.54645 -6.11479
O -14.01798 -1.76585 -2.50881
O -16.37658 -2.05273 -0.61730
F -19.32180 -8.34760 -5.60696
C -14.87355 -0.75803 -2.05431
H -16.91879 -0.39592 -1.59723
H -15.50549 -4.60937 -8.69582
H -15.03765 -6.27835 -4.11440
H -19.46169 -6.63689 -3.72080
H -15.50557 -3.73246 -1.11865

Cartesian forces (eV/Å) of the 3 atoms listed first:
0.0 0.4 0.8
1.3 0.2 0.2
0.8 0.5 -0.4

DFT total energy, a.u.: -1988.15789
Orbital gap, Ha: 0.38505
Charge: 0
SMILES string: FC(F)C(F)(F)COC(F)(F)C(F)F.OCCO.OCCO.OCCO.OCCO
F_max, eV Å⁻¹: 2.89

Atom charges from the natural (NBO) analysis, given in e for atoms 1 to 6:
1. O -0.754
2. H 0.483
3. O -0.731
4. H 0.226
5. H 0.183
6. H 0.176

***

No. 3
Entry from OMol25: a cluster of 2 separate species, C13H28FN4O5S in total at a distorted geometry (ωB97M-V with the def2-TZVPD basis set).

Atoms and positions in Å:
H 2.39914 0.04069 0.32169
N 2.24088 2.90429 0.10381
C 2.73258 -2.73139 -1.05922
H -2.77670 0.02287 1.74212
H -3.42066 0.12513 -0.72647
N -0.83387 1.73528 0.38020
H -3.66546 1.95347 0.65342
O 1.64953 5.51377 -0.22900
C -3.76952 -0.35769 1.98947
C -6.18936 -0.27181 1.28188
H 5.59815 0.03397 -0.41533
H -7.48190 -1.95049 1.65090
C 0.20568 1.99343 -0.19124
O 3.16115 4.46143 -1.87211
H 2.08826 -1.89596 -0.61207
H 4.49868 -1.61512 -4.13648
C -4.32838 -0.39986 -0.41934
C 4.51602 -1.84539 0.44673
O -6.11967 -2.45909 0.21447
H -5.82973 -2.20411 2.23461
H -3.75774 -1.44739 1.98222
H 5.53684 -2.25279 0.82373
C -4.68697 1.65003 0.88945
N -4.74324 0.13297 0.94271
H 3.22528 0.57209 -1.28147
H -6.28358 -3.40463 0.35858
H 3.35257 -0.81170 -2.94196
O 1.42122 2.36300 -0.84463
C -6.42535 -1.77877 1.42128
H 2.45864 -2.83079 -2.16729
H -4.10274 -1.46192 -0.33994
H -4.09255 0.01798 2.96187
S 2.75189 4.48930 -0.42063
H -5.37594 1.99369 0.11599
H 5.17283 -0.22015 -3.14594
H -5.13212 -0.20780 -1.13029
H 3.77352 -2.04614 1.31457
C 3.33718 0.52914 -0.14213
H -6.44346 0.22915 2.22088
H 4.98497 0.15769 1.31185
H -4.98008 2.03954 1.86646
C 3.41753 2.02513 0.44364
H -6.81339 0.13301 0.48123
C 4.45028 -1.11142 -3.09088
C 4.70419 -0.25864 0.26132
N 4.19889 -2.60849 -0.79794
C 4.95997 -2.14241 -1.97455
O 6.12563 -2.64231 -2.14065
H 2.39339 -3.71740 -0.54515
F 4.05160 5.03802 0.53179
H 3.46634 1.96102 1.59696
H 4.37959 2.55759 0.08087

Cartesian forces (eV/Å) of the 3 atoms listed first:
1.6 0.6 -0.7
2.6 1.0 2.5
-1.1 -0.9 0.5

DFT total energy, a.u.: -1604.88950
Orbital gap, Ha: 0.28785
Charge: +1
F_max, eV Å⁻¹: 8.19

Atom charges from the natural (NBO) analysis, given in e for atoms 1 to 6:
1. H 0.209
2. N -0.324
3. C -0.433
4. H 0.251
5. H 0.230
6. N -0.415

***

No. 4
Entry from OMol25: an isolated molecule of C13H28N2O3 (ωB97M-V with the def2-TZVPD basis set).

Atoms and positions in Å:
O -0.18307 -2.13172 -0.55613
H 5.52308 2.93819 -1.80430
C 1.39271 0.29213 0.04471
N 3.61857 -2.73574 -0.06477
H -0.18233 -2.35331 0.38481
C -0.74458 -0.85012 -0.71145
H -3.44188 1.47302 1.36829
H 3.48189 1.58201 -1.48061
H 5.85335 1.58950 -0.71487
C 1.96373 1.43820 0.89071
H -2.49056 -1.14511 0.53583
H 1.41962 2.35600 0.65648
C -0.12347 0.18424 0.23018
C 3.80049 2.26034 -0.68690
H -2.69063 -1.68730 -1.15135
H -4.41198 1.35170 -1.48140
C 3.46070 1.66910 0.68011
C -4.52272 1.48153 1.25164
H 3.07966 -3.53227 -0.41343
H -0.54494 -0.57074 -1.75201
N 2.92315 -1.54290 -0.35050
H -0.32580 -0.10580 1.26486
C -4.20346 0.39734 -0.98965
C 5.29595 2.51690 -0.82768
C 2.02360 -1.01373 0.50184
H 3.25660 3.19885 -0.81697
C -6.46514 0.38838 0.08431
H 3.63552 -2.81704 0.95311
H -4.72836 -0.61481 0.83568
H 3.81306 2.35944 1.45028
H -7.01211 0.33834 1.02262
C -2.26862 -0.89612 -0.51345
H -0.60025 1.14481 0.03658
H 1.61186 0.46117 -1.01223
H -4.98250 1.39252 2.23311
H 3.12921 -1.13884 -1.25005
H 3.99866 0.72832 0.81474
O 1.78161 -1.53776 1.57625
H 5.63678 3.21432 -0.06575
C -4.96274 0.33592 0.34472
H -4.81198 2.43622 0.81772
H -4.54411 -0.41866 -1.64555
H -6.77890 -0.44420 -0.54154
O -2.79929 0.35851 -0.86634
H -6.73022 1.31556 -0.41921
H 1.78574 1.19905 1.94134

Cartesian forces (eV/Å) of the 3 atoms listed first:
-0.1 -0.4 0.1
0.1 0.0 -0.1
-0.3 0.0 0.4

DFT total energy, a.u.: -847.36295
Orbital gap, Ha: 0.37339
Charge: 0
SMILES string: CCCC[C@H](C[C@@H](O)COCC(C)C)C(=O)NN
Relative energy (zero: lowest compared OMol25 entry of this formula, charge and spin), kcal per mole: 0.6
F_max, eV Å⁻¹: 0.81

Atom charges from the natural (NBO) analysis, given in e for atoms 1 to 6:
1. O -0.718
2. H 0.207
3. C -0.314
4. N -0.649
5. H 0.477
6. C 0.088

***

No. 5
Entry from OMol25: a cluster of 2 separate species, C13H28N3O2S in total at a distorted geometry (ωB97M-V with the def2-TZVPD basis set).

Atoms and positions in Å:
H -3.63745 -1.05423 1.33054
H -0.75594 -3.45951 2.39206
O 3.29183 2.50034 -2.04044
C -1.48978 0.74848 0.16568
N -0.27301 -1.16497 1.28912
H -3.10622 -2.74410 0.18868
C 0.78923 1.02449 1.22152
H -2.86358 -0.76133 2.85995
H -2.50605 -3.37135 2.54533
H -1.84955 -1.99401 -0.79740
H 4.98587 -0.62326 -0.82611
H -3.06558 2.41137 2.99596
H 4.80773 -1.42222 -2.39727
H 1.58486 -0.36059 -0.77428
H -1.47339 -2.25487 3.45872
H 1.77507 0.56507 1.22062
C 5.19373 -0.53556 -1.89029
C 0.53123 -0.15498 -0.89231
C -3.84523 1.26373 0.82762
C -2.04573 -2.52670 0.12755
H 6.27511 -0.48834 -2.03488
C -2.47880 0.73587 1.31774
H -1.34965 1.76364 -0.18420
C -2.71464 -0.71299 1.78943
H -1.53409 -3.47928 0.07905
H -4.69653 3.01843 0.27531
H 5.19034 1.94584 -3.95037
N 4.56546 0.65761 -2.42140
H 0.46434 0.79034 -1.42637
H 0.50526 1.12042 2.26089
H 0.88822 1.98474 0.72768
H 3.73267 1.01711 -4.30940
H 5.31703 0.20989 -4.31421
C -1.59401 -2.78410 2.51983
H -4.25004 0.57322 0.08815
C 4.71198 0.97324 -3.83185
H -3.40269 2.61655 -0.63409
N -3.75495 2.64431 0.31642
C -1.64596 -1.75354 1.38655
C 3.84323 1.49067 -1.64779
H -1.96129 0.20767 -0.65707
H 0.03331 -0.91159 -1.48800
S -1.90918 1.81331 2.68697
C -0.14550 0.08609 0.45233
H -4.48609 1.30399 1.70293
O 0.55820 -2.07330 0.88502
H 3.79026 1.16441 -0.59393

Cartesian forces (eV/Å) of the 3 atoms listed first:
-0.3 -0.1 0.0
0.1 -0.1 -0.1
0.0 0.0 -0.1

2S+1: 2
DFT total energy, a.u.: -1224.98879
Orbital gap (alpha / beta), Ha: 0.33944 / 0.33036
Charge: 0
⟨S²⟩: 0.754
F_max, eV Å⁻¹: 2.74

Atom charges from the natural (NBO) analysis, given in e for atoms 1 to 6:
1. H 0.210
2. H 0.234
3. O -0.626
4. C -0.447
5. N 0.016
6. H 0.208

***

The lowest F_max belongs to which entry?
C13H28N2O3

***

What did the fifth record say?
Entry from OMol25: a cluster of 2 separate species, C13H28N3O2S in total at a distorted geometry (ωB97M-V with the def2-TZVPD basis set).

Atoms and positions in Å:
H -3.63745 -1.05423 1.33054
H -0.75594 -3.45951 2.39206
O 3.29183 2.50034 -2.04044
C -1.48978 0.74848 0.16568
N -0.27301 -1.16497 1.28912
H -3.10622 -2.74410 0.18868
C 0.78923 1.02449 1.22152
H -2.86358 -0.76133 2.85995
H -2.50605 -3.37135 2.54533
H -1.84955 -1.99401 -0.79740
H 4.98587 -0.62326 -0.82611
H -3.06558 2.41137 2.99596
H 4.80773 -1.42222 -2.39727
H 1.58486 -0.36059 -0.77428
H -1.47339 -2.25487 3.45872
H 1.77507 0.56507 1.22062
C 5.19373 -0.53556 -1.89029
C 0.53123 -0.15498 -0.89231
C -3.84523 1.26373 0.82762
C -2.04573 -2.52670 0.12755
H 6.27511 -0.48834 -2.03488
C -2.47880 0.73587 1.31774
H -1.34965 1.76364 -0.18420
C -2.71464 -0.71299 1.78943
H -1.53409 -3.47928 0.07905
H -4.69653 3.01843 0.27531
H 5.19034 1.94584 -3.95037
N 4.56546 0.65761 -2.42140
H 0.46434 0.79034 -1.42637
H 0.50526 1.12042 2.26089
H 0.88822 1.98474 0.72768
H 3.73267 1.01711 -4.30940
H 5.31703 0.20989 -4.31421
C -1.59401 -2.78410 2.51983
H -4.25004 0.57322 0.08815
C 4.71198 0.97324 -3.83185
H -3.40269 2.61655 -0.63409
N -3.75495 2.64431 0.31642
C -1.64596 -1.75354 1.38655
C 3.84323 1.49067 -1.64779
H -1.96129 0.20767 -0.65707
H 0.03331 -0.91159 -1.48800
S -1.90918 1.81331 2.68697
C -0.14550 0.08609 0.45233
H -4.48609 1.30399 1.70293
O 0.55820 -2.07330 0.88502
H 3.79026 1.16441 -0.59393

Cartesian forces (eV/Å) of the 3 atoms listed first:
-0.3 -0.1 0.0
0.1 -0.1 -0.1
0.0 0.0 -0.1

2S+1: 2
DFT total energy, a.u.: -1224.98879
Orbital gap (alpha / beta), Ha: 0.33944 / 0.33036
Charge: 0
⟨S²⟩: 0.754
F_max, eV Å⁻¹: 2.74

Atom charges from the natural (NBO) analysis, given in e for atoms 1 to 6:
1. H 0.210
2. H 0.234
3. O -0.626
4. C -0.447
5. N 0.016
6. H 0.208